[1]
ORCA calculation (ωB97M-V with the def2-TZVPD basis set) on a structure of composition C5H8O.

Positions of all 14 atoms, in Å:
O -1.40 0.97 0.47
C -2.11 -0.28 0.47
C -0.28 0.32 -0.07
C 0.94 0.79 0.13
C 2.32 0.30 -0.17
C -1.11 -0.86 -0.54
H 2.38 -0.65 -0.72
H 0.91 1.72 0.70
H -2.03 -0.75 1.46
H -3.16 -0.16 0.18
H -0.74 -1.88 -0.39
H 2.89 1.06 -0.73
H -1.47 -0.74 -1.56
H 2.86 0.16 0.78

multiplicity	1
energy relative to the best compared isomer or geometry (same formula, charge and spin)	43.37	kcal/mol
calculated total energy	-7360.3745	eV
frontier orbital gap	0.3466	hartree
HOMO energy	-8.367	eV

=====

[2]
ORCA calculation (ωB97M-V with the def2-TZVPD basis set) on the molecule C5H8O.

Positions of all 14 atoms, in Å:
O -0.01 1.82 -0.57
C -0.93 -0.31 -0.99
C 0.35 0.50 -0.98
C 1.17 -0.18 0.13
C 0.04 -0.46 1.14
C -1.11 -0.85 0.22
H 1.64 -1.10 -0.24
H -0.33 1.69 0.34
H 1.94 0.48 0.54
H -0.23 0.52 1.61
H -1.66 -0.23 -1.79
H 0.26 -1.13 1.97
H 0.88 0.59 -1.94
H -2.01 -1.35 0.57

multiplicity	1
energy relative to the best compared isomer or geometry (same formula, charge and spin)	25.03	kcal/mol
calculated total energy	-7361.1697	eV
frontier orbital gap	0.3851	hartree
HOMO energy	-9.469	eV
SMILES	O[C@@H]1C=CCC1

=====

[3]
ORCA calculation (ωB97M-V with the def2-TZVPD basis set) on the molecule C5H8O at a distorted geometry.

Positions of all 14 atoms, in Å:
O -2.18 -0.53 -0.12
C -0.09 0.56 -0.08
C 1.95 -0.74 0.03
C -0.72 1.74 0.14
C 1.41 0.55 -0.19
C -0.77 -0.79 0.05
H 1.18 -1.57 0.42
H -2.73 -1.35 -0.42
H 1.99 1.49 -0.49
H -0.30 2.78 -0.16
H -0.54 -1.21 1.06
H -1.84 1.78 0.40
H -0.44 -1.61 -0.74
H 3.07 -1.10 0.11

multiplicity	1
energy relative to the best compared isomer or geometry (same formula, charge and spin)	74.89	kcal/mol
calculated total energy	-7359.0076	eV
frontier orbital gap	0.3446	hartree
HOMO energy	-8.642	eV
SMILES	C=CC(=C)CO

=====

[4]
ORCA calculation (ωB97M-V with the def2-TZVPD basis set) on a cluster of 2 separate species, C5H8O in total at a distorted geometry.

Positions of all 14 atoms, in Å:
O 1.03 -2.05 2.05
C 1.79 -1.73 1.26
C 0.06 -0.19 -1.05
C -0.66 0.89 -0.29
C 0.11 1.38 0.94
C -0.47 -1.38 -1.36
H 0.09 -2.12 -1.92
H -0.81 1.75 -0.97
H -0.40 2.23 1.40
H 1.08 0.03 -1.37
H -1.65 0.54 0.00
H 1.12 1.70 0.68
H 0.19 0.58 1.69
H -1.48 -1.64 -1.06

multiplicity	1
energy relative to the best compared isomer or geometry (same formula, charge and spin)	24.54	kcal/mol
calculated total energy	-7361.1912	eV
frontier orbital gap	0.3997	hartree
HOMO energy	-9.671	eV

=====

[5]
ORCA calculation (ωB97M-V with the def2-TZVPD basis set) on the molecule C5H8O.

Positions of all 14 atoms, in Å:
O 2.38 -0.24 -0.67
C -0.29 1.82 0.36
C 0.12 0.35 0.44
C 0.35 -1.68 -0.35
C -0.78 -0.65 -0.31
C 1.29 -0.46 -0.24
H 0.18 0.06 1.50
H -1.21 1.96 0.96
H -0.55 2.12 -0.66
H 0.41 -2.36 -1.19
H -1.72 -0.97 0.13
H -0.96 -0.24 -1.32
H 0.44 2.53 0.76
H 0.36 -2.25 0.59

multiplicity	1
energy relative to the best compared isomer or geometry (same formula, charge and spin)	24.27	kcal/mol
calculated total energy	-7361.2029	eV
frontier orbital gap	0.3809	hartree
HOMO energy	-9.461	eV
SMILES	C[C@H]1CCC1=O

=====

[6]
ORCA calculation (ωB97M-V with the def2-TZVPD basis set) on the molecule C5H8O.

Positions of all 14 atoms, in Å:
O -0.96 0.86 1.46
C 1.94 0.45 -0.48
C 0.41 -1.66 0.29
C -1.65 0.05 0.54
C -0.73 -0.48 -0.56
C 0.96 -0.62 -0.15
H -2.14 -0.80 1.05
H 2.02 0.60 -1.56
H -1.20 -1.25 -1.18
H -0.29 0.29 1.86
H -2.44 0.68 0.11
H -0.49 0.34 -1.25
H 2.92 0.16 -0.10
H 1.64 1.39 -0.02

multiplicity	1
energy relative to the best compared isomer or geometry (same formula, charge and spin)	98.94	kcal/mol
calculated total energy	-7357.9650	eV
frontier orbital gap	0.3973	hartree
HOMO energy	-9.891	eV

=====

[7]
ORCA calculation (ωB97M-V with the def2-TZVPD basis set) on the molecule C5H8O.

Positions of all 14 atoms, in Å:
O -2.50 1.08 -0.48
C 0.50 0.93 -0.53
C 1.39 -0.34 -0.45
C 0.35 -1.02 0.47
C -1.91 0.23 0.15
C -0.45 0.30 0.52
H 0.01 1.07 -1.50
H 1.59 -0.84 -1.40
H -2.44 -0.68 0.51
H 2.35 -0.16 0.05
H -0.20 -1.84 -0.02
H 0.73 -1.38 1.43
H 0.97 1.87 -0.24
H -0.39 0.79 1.50

multiplicity	1
energy relative to the best compared isomer or geometry (same formula, charge and spin)	27.90	kcal/mol
calculated total energy	-7361.0454	eV
frontier orbital gap	0.3951	hartree
HOMO energy	-9.757	eV
SMILES	O=CC1CCC1

=====

[8]
ORCA calculation (ωB97M-V with the def2-TZVPD basis set) on the molecule C5H8O.

Positions of all 14 atoms, in Å:
O -1.77 1.27 0.72
C 2.75 0.33 -0.15
C 1.35 -0.07 -0.30
C 0.20 -0.41 -0.45
C -1.23 -0.72 -0.59
C -2.02 -0.10 0.58
H -3.09 -0.20 0.38
H -1.39 -1.80 -0.61
H -0.80 1.36 0.77
H -1.59 -0.31 -1.54
H -1.80 -0.66 1.50
H 3.42 -0.52 -0.32
H 2.94 0.71 0.86
H 3.01 1.12 -0.86

multiplicity	1
energy relative to the best compared isomer or geometry (same formula, charge and spin)	42.90	kcal/mol
calculated total energy	-7360.3948	eV
frontier orbital gap	0.3881	hartree
HOMO energy	-9.660	eV
SMILES	CC#CCCO